# 1
Density functional theory data (wB97M-V/def2-TZVPD) for a single C23H30ClN3O molecule.

CARTESIAN COORDINATES (ANGSTROEM)
C: 5.87903 2.52231 0.31776
C: 5.66930 1.04502 0.17171
C: 6.70496 0.15605 0.43063
C: 6.51335 -1.20289 0.27644
C: 5.28955 -1.72177 -0.12869
C: 4.24038 -0.83565 -0.37529
C: 4.44873 0.53016 -0.23300
H: 3.62306 1.19275 -0.44395
C: 2.88671 -1.32162 -0.82980
N: 1.82876 -0.40718 -0.44138
C: 0.59731 -0.62959 -1.17106
C: -0.40251 0.47589 -0.84756
C: -0.70027 0.50267 0.64979
C: 0.62367 0.65710 1.39575
C: 1.58714 -0.45248 0.98766
H: 2.54270 -0.32252 1.50082
H: 1.16789 -1.43282 1.28996
H: 0.46332 0.62182 2.47511
H: 1.06705 1.62131 1.14470
C: -1.66934 1.63443 1.01062
N: -2.99729 1.41290 0.49263
C: -3.52300 2.16504 -0.50220
O: -2.96509 3.11449 -1.00899
N: -4.79596 1.79834 -0.92007
C: -5.62724 0.81443 -0.36156
C: -6.83688 1.19593 0.21538
C: -7.67822 0.25555 0.77587
C: -7.31889 -1.08064 0.77794
C: -6.13107 -1.45854 0.17598
C: -5.27274 -0.54095 -0.42436
C: -4.05211 -1.00595 -1.15638
H: -3.28281 -1.35469 -0.46788
H: -4.31270 -1.84253 -1.80274
H: -3.64572 -0.20327 -1.76493
Cl: -5.71351 -3.14017 0.15811
H: -7.95605 -1.82546 1.22685
H: -8.61129 0.56147 1.22254
H: -7.10595 2.24175 0.22256
H: -5.26435 2.54644 -1.41248
H: -3.53766 0.65649 0.87794
H: -1.72425 1.73898 2.10020
H: -1.32021 2.57591 0.58124
H: -1.15695 -0.45210 0.94225
H: 0.02332 1.43554 -1.14229
H: -1.31736 0.32213 -1.42012
H: 0.82221 -0.61690 -2.24068
H: 0.15234 -1.61495 -0.92792
H: 2.69435 -2.33798 -0.44369
H: 2.89401 -1.38385 -1.92425
C: 5.12720 -3.20420 -0.29664
H: 6.07331 -3.71169 -0.12496
H: 4.78354 -3.44390 -1.30212
H: 4.39687 -3.59710 0.41128
H: 7.33283 -1.88004 0.47402
H: 7.66709 0.53122 0.74958
H: 4.94203 3.06052 0.20073
H: 6.57947 2.88015 -0.43684
H: 6.29800 2.75463 1.29587

The energy above the lowest of the compared OMol25 structures with the same formula, charge and spin comes out at 6.70 kJ/mol. Its LUMO energy is 0.64 eV. The calculation puts the orbital gap at 0.33718 Eh. The total charge is 0. Its electronic energy is -1594.1898 Eh. Its spin multiplicity is 1.

# 2
Density functional theory data (wB97M-V/def2-TZVPD) for a molecular structure, C23H12Cl3MnN3O.

CARTESIAN COORDINATES (ANGSTROEM)
Mn: -0.44765 0.21032 0.00259
Cl: 4.65628 4.30349 -2.91833
C: 3.19748 3.40795 -2.53990
C: 3.15001 2.61580 -1.40822
C: 1.98839 1.92491 -1.14185
Cl: 1.88630 0.91332 0.28378
C: 0.82654 1.95902 -1.94258
O: -0.24716 1.30183 -1.67152
C: 0.95196 2.79279 -3.08147
Cl: -0.41746 2.91864 -4.14503
C: 2.09826 3.50018 -3.37936
H: 3.99986 2.53754 -0.74498
H: 2.13135 4.12005 -4.26410
C: -1.58431 0.37077 1.55493
C: -2.23678 0.60343 2.57536
C: -2.97146 0.91033 3.74170
C: -4.09720 0.07095 4.07522
C: -4.68323 -0.76527 3.09366
C: -5.74301 -1.60316 3.37512
C: -6.29145 -1.67724 4.65517
C: -5.71437 -0.89179 5.64681
C: -4.65097 -0.04825 5.37177
C: -2.54125 2.05002 4.51527
C: -3.35645 2.75485 5.43506
C: -2.90203 3.86305 6.12919
C: -1.61270 4.35343 5.95391
C: -0.79785 3.69854 5.03025
C: -1.24207 2.59345 4.33384
H: -4.26521 -0.73819 2.09488
H: -6.15262 -2.21575 2.57798
H: -7.12385 -2.33565 4.87306
H: -6.08853 -0.94815 6.66509
H: -4.20523 0.50228 6.18871
H: -4.38422 2.44758 5.57242
H: -3.58008 4.36579 6.81323
H: -1.26040 5.21909 6.50177
H: 0.21021 4.05988 4.85127
H: -0.59237 2.11074 3.61487
N: 2.12668 -5.19308 -1.53897
C: 1.21178 -4.63956 -1.08519
N: 0.12153 -4.13254 -0.55331
C: 0.00474 -2.85613 -0.39988
N: -0.18864 -1.73008 -0.19061

Its LUMO energy (spin up / spin down) is 3.79 / 3.79 eV. The calculation puts the orbital gap (spin up / spin down) at 0.14328 / 0.14465 Eh. The total charge is -2. Its electronic energy is -3654.6916 Eh. Its spin multiplicity is 2.

# 3
Density functional theory data (wB97M-V/def2-TZVPD) for a single C3H7NOS molecule at a distorted geometry.

CARTESIAN COORDINATES (ANGSTROEM)
C: 0.00718 0.69134 -0.24303
C: -0.25983 -0.81523 -0.37977
S: -0.45378 -1.36091 -2.21514
C: 0.39797 0.83494 1.29087
N: -0.24860 1.80458 2.15707
O: 1.22130 0.08548 1.85246
H: -0.91797 1.23850 -0.35960
H: 0.70058 1.24513 -0.75818
H: -1.21172 -1.02325 -0.00928
H: 0.47229 -1.38218 0.10875
H: 0.17675 -0.14758 -2.66651
H: 0.20749 1.86925 2.95981
H: -1.06904 2.39244 2.23958

The energy above the lowest of the compared OMol25 structures with the same formula, charge and spin comes out at 149.51 kJ/mol. Its LUMO energy is 0.81 eV. The calculation puts the orbital gap at 0.36729 Eh. The total charge is 0. Its electronic energy is -646.6550 Eh. Its spin multiplicity is 1.

What is the electronic energy in the first record?
-1594.1898 Eh

Number 2 is which compound?
C23H12Cl3MnN3O

The lowest electronic energy belongs to which entry?
C23H12Cl3MnN3O